No. 1
C27H30N4O4S | the ωB97M-V functional and the def2-TZVPD basis

The geometry in XYZ format:
```
66
Properties=species:S:1:pos:R:3:mulliken_charge:R:1
C -4.6481 -2.9794 -5.1606 -1.214
H -4.9592 -3.3427 -6.1365 0.431
H -5.3737 -3.3106 -4.4214 0.311
H -4.6491 -1.8926 -5.1737 0.297
C -3.2546 -3.5125 -4.8218 -1.020
N -2.7837 -3.0600 -3.5324 0.480
C -2.0241 -1.9341 -3.3812 1.734
C -1.3546 -1.6662 -2.1721 -0.263
C -0.5933 -0.5353 -2.0140 -1.435
C -0.4481 0.3930 -3.0516 0.586
C -1.1086 0.1307 -4.2547 -1.537
C -1.8766 -0.9975 -4.4185 -0.571
H -2.3776 -1.1426 -5.3618 0.325
H -1.0194 0.8311 -5.0735 0.308
C 0.3564 1.5744 -2.9049 -0.200
N 1.0072 1.8176 -1.8340 -0.130
N 1.7508 2.9338 -1.7636 -0.235
C 2.4703 3.3510 -0.6825 -0.021
O 3.0242 4.4337 -0.7211 -0.660
C 2.5328 2.4632 0.5120 0.184
C 2.7302 3.0834 1.7446 -0.238
C 2.8058 2.3192 2.8883 0.026
C 2.7080 0.9416 2.8401 -0.262
C 2.5429 0.3202 1.6121 -1.060
C 2.4580 1.0736 0.4532 -0.271
H 2.3349 0.5836 -0.4989 0.669
H 2.4830 -0.7564 1.5573 0.411
H 2.7684 0.3838 3.7614 0.510
S 3.0687 3.1393 4.4591 1.393
O 4.3570 3.7648 4.4633 -0.749
O 2.7726 2.2006 5.5098 -0.677
N 1.9117 4.3519 4.3500 -0.023
C 0.5751 3.9237 4.7099 -0.726
H 0.4490 2.8976 4.3628 0.376
C 0.3616 4.0044 6.2256 -0.499
H -0.6839 3.8231 6.4812 0.369
O 0.6671 5.2934 6.7132 -0.416
C 2.0070 5.6388 6.4327 -0.469
H 2.1597 6.6330 6.8559 0.372
C 2.2673 5.6349 4.9251 -0.757
H 3.3232 5.8006 4.7150 0.456
H 1.6616 6.4030 4.4335 0.360
H 2.6894 4.9213 6.9131 0.315
H 1.0005 3.2543 6.7116 0.335
H -0.1368 4.5756 4.1929 0.389
H 2.8229 4.1562 1.8013 0.506
H 1.7480 3.5860 -2.5553 0.259
H 0.3957 2.2599 -3.7621 0.339
H -0.0880 -0.3463 -1.0799 0.592
H -1.4106 -2.3683 -1.3561 0.376
C -3.1462 -3.8745 -2.3989 -1.855
C -2.0944 -4.8807 -1.9783 0.874
C -2.3365 -5.6839 -0.8698 -0.587
C -1.4032 -6.6179 -0.4607 -0.546
C -0.2135 -6.7603 -1.1561 -0.396
C 0.0340 -5.9640 -2.2597 -0.784
C -0.9018 -5.0294 -2.6702 0.055
H -0.6966 -4.4090 -3.5299 0.308
H 0.9599 -6.0680 -2.8059 0.387
H 0.5167 -7.4889 -0.8371 0.388
H -1.6036 -7.2357 0.4022 0.378
H -3.2642 -5.5728 -0.3257 0.402
H -4.0622 -4.4181 -2.6540 0.545
H -3.3907 -3.2290 -1.5473 0.566
H -2.5422 -3.2129 -5.5942 0.544
H -3.2764 -4.6067 -4.8072 0.447
```

## Properties
Total energy (Ha): -1965.001281
Charge: 0
Kohn-Sham gap (eV): 7.865
F_max (hartree/bohr): 0.0248
E_LUMO (eV): 0.244

No. 2
C5H11NO | the ωB97M-V functional and the def2-TZVPD basis

The geometry in XYZ format:
```
18
Properties=species:S:1:pos:R:3:mulliken_charge:R:1
C -0.2374 0.5333 -0.1469 0.276
C -1.6213 0.9563 -0.5266 -1.218
C -0.5787 -2.0461 -0.5217 -1.440
C 1.8908 1.5742 1.0898 -0.823
C 0.2925 -0.7945 -0.2327 -0.080
N 0.4092 1.7459 1.0977 0.255
O -0.2635 2.7992 1.1564 -0.541
H -1.8146 0.6990 -1.5155 0.409
H -2.3281 0.5235 0.0561 0.392
H -1.8129 2.1247 -0.4583 0.285
H -1.4378 -1.7876 -0.0269 0.379
H -0.0906 -2.7757 -0.0174 0.426
H -0.8096 -2.3116 -1.5218 0.331
H 2.2625 2.3539 0.5583 0.362
H 2.2533 1.8735 2.1134 0.263
H 2.2234 0.5305 0.8836 0.270
H 1.0841 -0.8301 -1.0962 0.251
H 0.8986 -0.8817 0.7297 0.202
```

## Properties
Total energy (Ha): -326.870264
Charge: 0
Kohn-Sham gap (spin up / spin down) (eV): 8.661 / 8.164
F_max (hartree/bohr): 0.1164
E_LUMO (spin up / spin down) (eV): 0.718 / 0.623

Repeat the second record exactly.
C5H11NO | the ωB97M-V functional and the def2-TZVPD basis

The geometry in XYZ format:
```
18
Properties=species:S:1:pos:R:3:mulliken_charge:R:1
C -0.2374 0.5333 -0.1469 0.276
C -1.6213 0.9563 -0.5266 -1.218
C -0.5787 -2.0461 -0.5217 -1.440
C 1.8908 1.5742 1.0898 -0.823
C 0.2925 -0.7945 -0.2327 -0.080
N 0.4092 1.7459 1.0977 0.255
O -0.2635 2.7992 1.1564 -0.541
H -1.8146 0.6990 -1.5155 0.409
H -2.3281 0.5235 0.0561 0.392
H -1.8129 2.1247 -0.4583 0.285
H -1.4378 -1.7876 -0.0269 0.379
H -0.0906 -2.7757 -0.0174 0.426
H -0.8096 -2.3116 -1.5218 0.331
H 2.2625 2.3539 0.5583 0.362
H 2.2533 1.8735 2.1134 0.263
H 2.2234 0.5305 0.8836 0.270
H 1.0841 -0.8301 -1.0962 0.251
H 0.8986 -0.8817 0.7297 0.202
```

## Properties
Total energy (Ha): -326.870264
Charge: 0
Kohn-Sham gap (spin up / spin down) (eV): 8.661 / 8.164
F_max (hartree/bohr): 0.1164
E_LUMO (spin up / spin down) (eV): 0.718 / 0.623

Question: The highest total energy belongs to which entry?
Answer: C5H11NO

Repeat the first record exactly.
C27H30N4O4S | the ωB97M-V functional and the def2-TZVPD basis

The geometry in XYZ format:
```
66
Properties=species:S:1:pos:R:3:mulliken_charge:R:1
C -4.6481 -2.9794 -5.1606 -1.214
H -4.9592 -3.3427 -6.1365 0.431
H -5.3737 -3.3106 -4.4214 0.311
H -4.6491 -1.8926 -5.1737 0.297
C -3.2546 -3.5125 -4.8218 -1.020
N -2.7837 -3.0600 -3.5324 0.480
C -2.0241 -1.9341 -3.3812 1.734
C -1.3546 -1.6662 -2.1721 -0.263
C -0.5933 -0.5353 -2.0140 -1.435
C -0.4481 0.3930 -3.0516 0.586
C -1.1086 0.1307 -4.2547 -1.537
C -1.8766 -0.9975 -4.4185 -0.571
H -2.3776 -1.1426 -5.3618 0.325
H -1.0194 0.8311 -5.0735 0.308
C 0.3564 1.5744 -2.9049 -0.200
N 1.0072 1.8176 -1.8340 -0.130
N 1.7508 2.9338 -1.7636 -0.235
C 2.4703 3.3510 -0.6825 -0.021
O 3.0242 4.4337 -0.7211 -0.660
C 2.5328 2.4632 0.5120 0.184
C 2.7302 3.0834 1.7446 -0.238
C 2.8058 2.3192 2.8883 0.026
C 2.7080 0.9416 2.8401 -0.262
C 2.5429 0.3202 1.6121 -1.060
C 2.4580 1.0736 0.4532 -0.271
H 2.3349 0.5836 -0.4989 0.669
H 2.4830 -0.7564 1.5573 0.411
H 2.7684 0.3838 3.7614 0.510
S 3.0687 3.1393 4.4591 1.393
O 4.3570 3.7648 4.4633 -0.749
O 2.7726 2.2006 5.5098 -0.677
N 1.9117 4.3519 4.3500 -0.023
C 0.5751 3.9237 4.7099 -0.726
H 0.4490 2.8976 4.3628 0.376
C 0.3616 4.0044 6.2256 -0.499
H -0.6839 3.8231 6.4812 0.369
O 0.6671 5.2934 6.7132 -0.416
C 2.0070 5.6388 6.4327 -0.469
H 2.1597 6.6330 6.8559 0.372
C 2.2673 5.6349 4.9251 -0.757
H 3.3232 5.8006 4.7150 0.456
H 1.6616 6.4030 4.4335 0.360
H 2.6894 4.9213 6.9131 0.315
H 1.0005 3.2543 6.7116 0.335
H -0.1368 4.5756 4.1929 0.389
H 2.8229 4.1562 1.8013 0.506
H 1.7480 3.5860 -2.5553 0.259
H 0.3957 2.2599 -3.7621 0.339
H -0.0880 -0.3463 -1.0799 0.592
H -1.4106 -2.3683 -1.3561 0.376
C -3.1462 -3.8745 -2.3989 -1.855
C -2.0944 -4.8807 -1.9783 0.874
C -2.3365 -5.6839 -0.8698 -0.587
C -1.4032 -6.6179 -0.4607 -0.546
C -0.2135 -6.7603 -1.1561 -0.396
C 0.0340 -5.9640 -2.2597 -0.784
C -0.9018 -5.0294 -2.6702 0.055
H -0.6966 -4.4090 -3.5299 0.308
H 0.9599 -6.0680 -2.8059 0.387
H 0.5167 -7.4889 -0.8371 0.388
H -1.6036 -7.2357 0.4022 0.378
H -3.2642 -5.5728 -0.3257 0.402
H -4.0622 -4.4181 -2.6540 0.545
H -3.3907 -3.2290 -1.5473 0.566
H -2.5422 -3.2129 -5.5942 0.544
H -3.2764 -4.6067 -4.8072 0.447
```

## Properties
Total energy (Ha): -1965.001281
Charge: 0
Kohn-Sham gap (eV): 7.865
F_max (hartree/bohr): 0.0248
E_LUMO (eV): 0.244